Entry 1:
Formula: C44H51FN4OS2Sn
Source: OMol25
Level of theory: ωB97M-V/def2-TZVPD

```
104
C44H51FN4OS2Sn | OMol25 | ωB97M-V/def2-TZVPD
Sn -0.054 0.073 0.081
C 4.539 -1.519 -3.574
C 4.465 -2.366 -2.282
C 3.692 -1.693 -1.196
C 4.154 -0.929 -0.147
C 5.570 -0.696 0.304
C 6.137 0.633 -0.128
C 2.988 -0.368 0.528
N 1.878 -0.832 -0.100
C 2.243 -1.582 -1.175
C 1.359 -2.262 -2.030
C -0.009 -2.139 -2.101
C -0.909 -2.903 -2.907
C -0.510 -3.845 -3.993
C 0.019 -3.137 -5.216
C -2.196 -2.550 -2.592
C -2.108 -1.484 -1.646
C -3.174 -0.769 -1.069
C -3.166 0.187 -0.074
N -2.058 0.782 0.422
C -2.403 1.503 1.515
C -1.558 2.161 2.361
C -0.147 2.040 2.462
N 0.617 1.197 1.748
C 1.905 1.263 2.138
C 2.952 0.527 1.614
C 1.971 2.243 3.233
C 0.700 2.680 3.439
C 0.191 3.713 4.425
C -0.172 5.039 3.715
C 3.217 2.630 3.912
C 4.099 3.488 3.006
C -3.851 1.497 1.641
C -4.327 0.692 0.650
C -5.736 0.243 0.433
C -6.001 -1.169 1.005
C -4.585 2.281 2.666
C -4.566 3.770 2.285
N -0.794 -1.290 -1.365
C -3.475 -3.090 -3.101
C -4.141 -4.006 -2.070
H 5.171 -1.993 -4.318
H 4.959 -0.554 -3.325
H 3.565 -1.338 -4.000
H 5.505 -2.561 -1.948
H 4.009 -3.336 -2.532
H 6.227 -1.532 -0.045
H 5.500 -0.778 1.400
H 6.140 0.705 -1.245
H 7.169 0.791 0.224
H 5.495 1.416 0.233
H 1.780 -2.920 -2.816
H -1.378 -4.425 -4.275
H 0.225 -4.560 -3.615
H -0.792 -2.617 -5.689
H 0.466 -3.844 -5.956
H 0.827 -2.427 -4.996
H -4.118 -1.093 -1.432
H -2.000 2.803 3.095
H 3.955 0.734 2.042
H 0.928 3.912 5.216
H -0.696 3.318 4.979
H 0.692 5.463 3.246
H -0.562 5.763 4.399
H -1.002 4.896 2.990
H 3.843 1.743 4.158
H 3.017 3.160 4.841
H 4.423 2.941 2.114
H 4.997 3.812 3.526
H 3.615 4.397 2.672
H -5.979 0.285 -0.633
H -6.366 0.959 0.953
H -5.360 -1.913 0.500
H -7.045 -1.471 0.825
H -5.762 -1.166 2.071
H -4.096 2.114 3.640
H -5.640 1.960 2.714
H -3.566 4.175 2.235
H -5.139 4.334 3.004
H -5.001 3.881 1.311
H -3.297 -3.656 -4.000
H -4.103 -2.218 -3.339
H -3.492 -4.892 -1.886
H -5.122 -4.368 -2.400
H -4.285 -3.555 -1.089
F 2.658 3.935 -4.054
C 1.952 3.178 -3.170
C 1.938 3.552 -1.821
C 1.273 2.712 -0.926
C 0.612 1.567 -1.339
C 0.567 1.263 -2.711
C 1.250 2.077 -3.636
H 2.468 4.428 -1.463
H 1.394 2.963 0.121
H 0.033 0.392 -3.087
H 1.197 1.833 -4.687
C -1.746 -5.195 2.448
O -1.694 -3.788 2.514
C -0.709 -3.185 1.809
S 0.422 -3.944 0.879
S -0.817 -1.485 2.085
H -2.596 -5.487 3.058
H -0.839 -5.618 2.885
H -1.830 -5.560 1.425
```

As for the spin multiplicity: 1. The energy relative to the best compared isomer or geometry (same formula, charge and spin) comes out at 0.0 kcal per mole. The total charge is 0.

Here are the Mulliken charges for atoms 1 to 2, given in e: atom 1 (Sn): 1.78, atom 2 (C): -1.02

Entry 2:
Formula: C4H9NO
Source: OMol25
Level of theory: ωB97M-V/def2-TZVPD

```
15
C4H9NO | OMol25 | ωB97M-V/def2-TZVPD
N 1.055 -1.019 -1.567
C -0.286 -0.770 -1.269
C -0.767 -0.356 -0.058
C -2.120 0.271 0.055
C -2.816 1.126 0.808
H 1.249 -2.014 -1.445
H 1.674 -0.491 -0.830
H -0.982 -0.754 -2.062
H -0.092 -0.284 0.813
H -2.882 -0.120 -0.901
H -3.282 2.068 0.472
H -3.185 0.815 1.772
H 3.307 1.438 1.451
H 4.425 0.292 1.178
O 3.540 0.570 1.663
```

As for the spin multiplicity: 1. The energy relative to the best compared isomer or geometry (same formula, charge and spin) comes out at 125.4 kcal per mole. As for the SMILES: C=C/C=C/N.O. The total charge is 0.

Here are the Mulliken charges for atoms 1 to 2, given in e: atom 1 (N): -0.58, atom 2 (C): -0.17

Entry 3:
Formula: C12H26AlClINP2
Source: OMol25
Level of theory: ωB97M-V/def2-TZVPD

```
44
C12H26AlClINP2 | OMol25 | ωB97M-V/def2-TZVPD
C 0.679 -0.634 0.429
I -1.302 0.570 -0.575
H 1.778 -0.788 0.495
H 0.293 -1.458 -0.172
H 0.339 -0.630 1.455
Al 1.530 1.474 -0.322
P 1.459 0.207 -2.492
C 0.448 -1.251 -3.016
C 1.158 1.434 -3.800
H 1.604 1.049 -4.725
H 3.276 -0.493 -3.913
H 1.605 2.408 -3.555
H 3.919 0.366 -2.467
H -0.630 -1.027 -3.021
H 0.077 1.554 -3.926
C 3.171 -0.359 -2.827
H 0.768 -1.500 -4.041
H 3.325 -1.321 -2.316
H 0.622 -2.125 -2.370
P 0.517 2.199 1.832
C -0.833 1.414 2.822
C 1.869 2.339 3.066
H 0.592 4.464 0.928
H -0.005 4.403 2.613
H -1.071 3.912 1.260
C -0.043 3.914 1.634
H 2.809 2.672 2.598
H 1.564 3.061 3.838
H -0.958 2.017 3.736
H -0.589 0.382 3.117
H 2.030 1.353 3.528
H -1.786 1.402 2.271
Cl 3.255 2.738 -0.548
C -3.908 -3.672 0.809
C -3.031 -3.797 -0.291
C -1.823 -3.098 -0.284
N -1.495 -2.331 0.757
C -2.303 -2.140 1.789
C -3.541 -2.824 1.841
H -4.845 -4.242 0.836
H -3.242 -4.412 -1.163
H -1.125 -3.141 -1.130
H -1.996 -1.446 2.570
H -4.158 -2.644 2.729
```

As for the spin multiplicity: 1. The energy relative to the best compared isomer or geometry (same formula, charge and spin) comes out at 29.8 kcal per mole. The total charge is +2.

Here are the Mulliken charges for atoms 1 to 2, given in e: atom 1 (C): -1.35, atom 2 (I): 0.23

Entry 4:
Formula: C6H12AgF5NO12S3
Source: OMol25
Level of theory: ωB97M-V/def2-TZVPD

```
40
C6H12AgF5NO12S3 | OMol25 | ωB97M-V/def2-TZVPD
Ag -0.669 -0.513 0.762
N -0.017 0.383 -3.722
S -1.232 0.878 -2.843
O -2.077 1.901 -3.409
O -1.121 0.576 -1.447
F -2.189 -0.378 -3.310
S 0.808 1.790 -3.773
O 1.368 2.212 -2.524
O 0.351 2.840 -4.639
F 2.083 1.217 -4.566
C -5.056 -2.929 1.062
F -5.605 -2.651 2.261
F -5.462 -4.181 0.792
F -5.596 -2.096 0.154
S -3.163 -2.886 1.008
O -2.787 -3.764 -0.066
O -2.883 -1.466 0.780
O -2.854 -3.393 2.325
C 0.834 -3.084 0.993
O 0.966 -2.789 -0.253
O 0.868 -4.293 1.385
O 0.508 -2.106 1.829
C 0.996 1.874 2.900
C 0.022 2.662 2.027
O -0.692 1.780 1.197
H 1.945 1.775 2.370
H 0.653 0.861 3.108
H 1.232 2.453 3.797
H 0.546 3.486 1.529
H -0.696 3.165 2.695
H -1.212 2.264 0.547
C 4.157 0.670 -0.858
C 2.951 0.685 0.053
O 1.906 -0.172 -0.329
H 4.919 1.349 -0.446
H 4.018 0.936 -1.906
H 4.677 -0.295 -0.855
H 2.422 1.648 0.022
H 3.337 0.512 1.066
H 1.747 -0.923 0.285
```

As for the spin multiplicity: 1. The energy relative to the best compared isomer or geometry (same formula, charge and spin) comes out at 45.2 kcal per mole. The total charge is -3.

Here are the Mulliken charges for atoms 1 to 2, given in e: atom 1 (Ag): 0.78, atom 2 (N): -0.30

Entry 5:
Formula: C3H6N2O3S
Source: OMol25
Level of theory: ωB97M-V/def2-TZVPD

```
15
C3H6N2O3S | OMol25 | ωB97M-V/def2-TZVPD
C 1.190 -0.679 0.276
C 0.028 -1.205 -0.485
C 1.130 0.794 0.029
H 3.202 -0.612 0.465
H 2.750 -0.994 -1.068
H 1.025 -0.759 1.373
H 0.249 -1.216 -1.527
H -0.299 -2.244 -0.219
H -0.532 2.206 0.081
N 2.512 -1.202 -0.099
N -0.202 1.230 0.097
O -1.726 -0.417 1.344
O -2.305 0.188 -1.030
O 2.096 1.539 -0.034
S -1.324 -0.033 -0.016
```

As for the spin multiplicity: 1. The energy relative to the best compared isomer or geometry (same formula, charge and spin) comes out at 8.0 kcal per mole. As for the SMILES: N[C@@H]1CS(=O)(=O)NC1=O. The total charge is 0.

Here are the Mulliken charges for atoms 1 to 2, given in e: atom 1 (C): 0.03, atom 2 (C): -0.75

Entry 6:
Formula: C7H12CdN3
Source: OMol25
Level of theory: ωB97M-V/def2-TZVPD

```
23
C7H12CdN3 | OMol25 | ωB97M-V/def2-TZVPD
C 1.138 0.933 -3.628
Cd -0.545 0.466 -2.254
N 0.590 2.214 -0.646
H -0.997 -1.104 -1.548
H -2.256 0.521 -2.660
H 0.751 0.253 -4.435
H 2.230 0.906 -3.670
H 0.588 1.887 -3.691
H 0.980 1.542 -0.017
H -0.328 2.428 -0.303
H 1.130 3.025 -0.815
N -2.856 -0.118 4.213
C -2.030 -0.402 3.428
C -0.999 -0.764 2.475
C -0.098 -1.817 2.749
C 0.880 -2.131 1.824
C 0.963 -1.356 0.669
N 0.199 -0.276 0.493
C -0.846 -0.029 1.298
H -0.205 -2.366 3.694
H 1.605 -2.952 1.977
H 1.659 -1.613 -0.152
H -1.554 0.753 0.999
```

As for the spin multiplicity: 1. The energy relative to the best compared isomer or geometry (same formula, charge and spin) comes out at 23.9 kcal per mole. The total charge is -1.

Here are the Mulliken charges for atoms 1 to 2, given in e: atom 1 (C): -1.09, atom 2 (Cd): -0.36

Which value of energy relative to the best compared isomer or geometry (same formula, charge and spin) does entry 6 give?
23.9 kcal per mole

Among the records above, which one has the lowest energy relative to the best compared isomer or geometry (same formula, charge and spin)?
C44H51FN4OS2Sn

The lowest energy relative to the best compared isomer or geometry (same formula, charge and spin) belongs to which entry?
C44H51FN4OS2Sn